# C4H8O2

2 unconnected molecules or ions with the total composition C4H8O2 in a non-equilibrium geometry (ωB97M-V with the def2-TZVPD basis set, the Open Molecules 2025 dataset).

Results
- SMILES = C/C=C\O.C=O
- HOMO energy (eV) = -8.9
- spin multiplicity = 1
- charge = 0
- Kohn-Sham gap (eV) = 9.59

Geometry (Å):
C (-1.15, 1.21, -0.33)
C (0.07, 0.75, 0.42)
O (-0.03, -1.78, 1.97)
C (0.03, -1.85, 0.79)
C (1.17, 0.25, -0.15)
O (1.43, 0.12, -1.49)
H (-1.25, 0.80, -1.35)
H (-2.07, 0.95, 0.20)
H (-1.14, 2.31, -0.44)
H (0.14, 1.07, 1.46)
H (-0.92, -1.80, 0.19)
H (0.89, -2.36, 0.24)
H (2.09, 0.12, 0.41)
H (0.63, 0.23, -2.01)



# C22H24N2O7S

A single C22H24N2O7S molecule in a non-equilibrium geometry (ωB97M-V with the def2-TZVPD basis set, the Open Molecules 2025 dataset).

Results
- SMILES = CCCOc1ccc(S(=O)(=O)N2C(=O)CC(=O)N(Cc3ccc(OCC)cc3)C2=O)cc1
- HOMO energy (eV) = -8.7
- spin multiplicity = 1
- charge = 0
- Kohn-Sham gap (eV) = 9.12

Geometry (Å):
C (-3.14, 2.48, -3.12)
H (-3.66, 3.15, -3.79)
H (-2.94, 3.00, -2.19)
C (-3.98, 1.23, -2.85)
C (-3.30, 0.30, -1.85)
H (-3.88, -0.62, -1.74)
H (-2.29, 0.05, -2.18)
O (-3.25, 0.98, -0.60)
C (-2.69, 0.37, 0.46)
C (-2.11, -0.90, 0.45)
C (-1.57, -1.42, 1.61)
C (-1.60, -0.68, 2.77)
C (-2.18, 0.58, 2.81)
C (-2.72, 1.10, 1.66)
H (-3.18, 2.08, 1.65)
H (-2.17, 1.13, 3.74)
S (-0.89, -1.39, 4.24)
O (-1.33, -2.74, 4.34)
O (-0.97, -0.52, 5.36)
N (0.83, -1.53, 3.76)
C (1.35, -0.48, 3.06)
O (0.71, 0.53, 2.89)
N (2.63, -0.61, 2.56)
C (3.45, -1.71, 2.74)
O (4.57, -1.73, 2.32)
C (2.83, -2.87, 3.49)
C (1.59, -2.56, 4.29)
O (1.26, -3.17, 5.27)
H (3.59, -3.32, 4.14)
H (2.56, -3.62, 2.74)
C (3.12, 0.50, 1.73)
C (2.65, 0.32, 0.31)
C (1.46, 0.89, -0.12)
C (1.02, 0.71, -1.42)
C (1.77, -0.05, -2.32)
C (2.96, -0.64, -1.87)
C (3.39, -0.45, -0.58)
H (4.31, -0.91, -0.25)
H (3.53, -1.23, -2.57)
O (1.45, -0.31, -3.61)
C (0.39, 0.39, -4.24)
C (0.76, 1.84, -4.54)
H (1.67, 1.87, -5.14)
H (-0.05, 2.32, -5.10)
H (0.94, 2.40, -3.63)
H (-0.52, 0.34, -3.63)
H (0.22, -0.15, -5.17)
H (0.10, 1.17, -1.72)
H (0.87, 1.47, 0.56)
H (4.21, 0.47, 1.79)
H (2.74, 1.42, 2.16)
H (-1.13, -2.40, 1.62)
H (-2.08, -1.48, -0.46)
H (-4.14, 0.68, -3.78)
H (-4.95, 1.53, -2.45)
H (-2.19, 2.21, -3.57)



# C48H58Br2N3O2P2TeTi

A molecular structure, C48H58Br2N3O2P2TeTi in a non-equilibrium geometry (ωB97M-V with the def2-TZVPD basis set, the Open Molecules 2025 dataset).

Results
- HOMO energy (eV) = -9.8
- spin multiplicity = 1
- charge = +1
- Kohn-Sham gap (eV) = 6.20

Geometry (Å):
Ti (0.56, 0.27, 0.13)
O (-3.25, -1.25, -1.02)
C (-4.04, -0.24, -0.56)
C (-5.38, -0.28, -0.94)
C (-6.26, 0.70, -0.51)
C (-5.81, 1.73, 0.32)
C (-4.48, 1.77, 0.68)
C (-3.58, 0.79, 0.26)
C (-2.16, 0.93, 0.73)
O (-1.20, 0.32, -0.11)
N (-1.96, 0.32, 2.07)
N (-1.27, -0.87, 2.07)
C (-1.53, -1.72, 2.98)
C (-0.96, -3.07, 3.00)
Br (-0.54, -3.78, 1.29)
C (-0.89, -3.88, 4.05)
C (-1.19, -3.59, 5.46)
C (-1.59, -4.67, 6.26)
C (-1.93, -4.49, 7.59)
C (-1.85, -3.22, 8.15)
C (-1.43, -2.15, 7.38)
C (-1.09, -2.33, 6.05)
H (-2.35, -1.12, -0.69)
H (-5.70, -1.09, -1.58)
H (-7.29, 0.66, -0.81)
H (-6.50, 2.49, 0.66)
H (-4.11, 2.59, 1.29)
H (-1.93, 1.99, 0.80)
H (-2.82, 0.31, 2.62)
H (-2.25, -1.48, 3.77)
H (-0.60, -4.91, 3.84)
H (-1.65, -5.66, 5.82)
H (-2.24, -5.33, 8.19)
H (-2.11, -3.07, 9.20)
H (-1.34, -1.16, 7.82)
H (-0.71, -1.49, 5.48)
C (2.39, 1.90, -3.09)
C (1.45, 0.87, -3.73)
C (2.16, 0.27, -4.95)
P (0.83, -0.31, -2.42)
C (-0.61, -1.28, -3.04)
C (-0.70, -2.61, -2.27)
C (-0.68, -1.49, -4.55)
C (2.19, -1.49, -2.19)
C (2.77, -2.23, -3.23)
C (3.98, -2.88, -3.06)
C (4.65, -2.73, -1.85)
C (4.05, -2.07, -0.80)
C (2.77, -1.53, -0.92)
N (2.05, -1.02, 0.21)
C (2.46, -1.56, 1.49)
C (2.81, -2.91, 1.63)
C (3.30, -3.37, 2.84)
C (3.48, -2.51, 3.91)
C (3.10, -1.19, 3.79)
C (2.56, -0.72, 2.59)
P (1.86, 0.93, 2.29)
C (3.33, 2.00, 1.93)
C (4.07, 1.55, 0.66)
C (4.33, 2.05, 3.09)
C (1.17, 1.64, 3.85)
C (0.48, 0.61, 4.74)
C (0.19, 2.76, 3.47)
H (2.87, 2.48, -3.88)
H (1.87, 2.58, -2.43)
H (3.19, 1.41, -2.53)
H (0.54, 1.36, -4.06)
H (3.13, -0.16, -4.68)
H (1.57, -0.48, -5.48)
H (2.34, 1.09, -5.64)
H (-1.47, -0.68, -2.76)
H (0.05, -3.32, -2.62)
H (-0.55, -2.47, -1.20)
H (-1.69, -3.04, -2.41)
H (0.10, -2.15, -4.92)
H (-1.64, -1.95, -4.79)
H (-0.63, -0.54, -5.09)
H (2.27, -2.29, -4.18)
H (4.41, -3.46, -3.87)
H (5.64, -3.15, -1.72)
H (4.58, -2.01, 0.15)
H (2.69, -3.59, 0.80)
H (3.55, -4.43, 2.94)
H (3.91, -2.87, 4.84)
H (3.24, -0.51, 4.62)
H (2.92, 3.00, 1.75)
H (4.56, 0.59, 0.83)
H (3.41, 1.45, -0.20)
H (4.83, 2.28, 0.41)
H (4.68, 1.05, 3.35)
H (5.20, 2.63, 2.78)
H (3.93, 2.53, 3.99)
H (2.01, 2.09, 4.36)
H (-0.11, -0.10, 4.15)
H (1.18, 0.03, 5.35)
H (-0.20, 1.13, 5.43)
H (-0.68, 2.36, 2.97)
H (-0.13, 3.28, 4.37)
H (0.65, 3.50, 2.81)
Br (0.62, 2.74, -0.18)
C (-1.16, 3.96, -3.80)
Te (-1.98, 2.26, -2.81)
C (-3.11, 1.93, -4.59)
C (-2.77, 3.07, -5.53)
C (-3.38, 3.16, -6.78)
C (-3.08, 4.19, -7.64)
C (-2.15, 5.16, -7.27)
C (-1.54, 5.08, -6.03)
C (-1.84, 4.04, -5.15)
H (-0.08, 3.85, -3.89)
H (-1.36, 4.85, -3.20)
H (-4.17, 1.92, -4.34)
H (-2.85, 0.97, -5.02)
H (-4.10, 2.40, -7.07)
H (-3.56, 4.25, -8.61)
H (-1.91, 5.98, -7.94)
H (-0.81, 5.83, -5.73)



# C24H37N5O2S2

7 unconnected molecules or ions with the total composition C24H37N5O2S2 in a non-equilibrium geometry (ωB97M-V with the def2-TZVPD basis set, the Open Molecules 2025 dataset).

Results
- HOMO energy (eV) = -8.1
- spin multiplicity = 1
- charge = 0
- Kohn-Sham gap (eV) = 8.45

Geometry (Å):
C (9.01, 12.34, 6.86)
S (7.65, 11.47, 6.05)
O (7.79, 10.04, 6.25)
C (6.41, 12.13, 7.18)
H (9.90, 11.95, 6.39)
H (9.00, 12.28, 7.95)
H (8.96, 13.42, 6.58)
H (5.45, 11.58, 7.04)
H (6.32, 13.23, 6.96)
H (6.75, 11.92, 8.21)
C (11.17, 10.86, 12.92)
S (11.34, 10.50, 11.21)
O (12.51, 11.37, 10.80)
C (12.00, 8.89, 11.31)
H (12.13, 10.74, 13.40)
H (10.45, 10.29, 13.47)
H (10.77, 11.86, 12.95)
H (12.81, 8.77, 12.07)
H (12.31, 8.54, 10.34)
H (11.15, 8.26, 11.61)
N (10.88, 13.59, 9.67)
C (9.66, 13.74, 10.27)
C (9.04, 14.80, 9.73)
C (9.97, 15.41, 8.79)
C (11.11, 14.66, 8.84)
H (11.59, 12.96, 9.99)
H (9.40, 13.04, 11.07)
H (8.03, 15.14, 9.91)
H (9.80, 16.34, 8.30)
H (12.06, 14.68, 8.28)
N (13.95, 12.28, 14.30)
C (14.54, 11.04, 14.39)
C (13.76, 10.36, 15.29)
C (12.66, 11.15, 15.73)
C (12.87, 12.41, 15.11)
H (14.42, 13.07, 13.83)
H (15.27, 10.68, 13.73)
H (13.83, 9.31, 15.59)
H (11.92, 10.97, 16.51)
H (12.41, 13.39, 15.20)
N (16.51, 7.48, 14.82)
C (15.46, 6.63, 14.46)
C (15.89, 5.85, 13.44)
C (17.26, 6.16, 13.19)
C (17.65, 7.14, 14.07)
H (16.47, 8.16, 15.55)
H (14.49, 6.75, 14.94)
H (15.31, 5.06, 12.88)
H (17.85, 5.84, 12.37)
H (18.68, 7.54, 14.26)
N (12.19, 16.12, 12.39)
C (12.63, 17.17, 13.13)
C (13.95, 17.03, 13.37)
C (14.36, 15.82, 12.74)
C (13.28, 15.30, 12.11)
H (11.27, 15.95, 12.11)
H (12.00, 18.01, 13.36)
H (14.58, 17.66, 13.88)
H (15.38, 15.48, 12.83)
H (13.08, 14.32, 11.65)
N (15.49, 11.90, 10.89)
C (16.27, 10.85, 10.71)
C (17.52, 11.20, 11.17)
C (17.50, 12.53, 11.53)
C (16.20, 12.98, 11.34)
H (14.52, 11.96, 10.50)
H (15.84, 10.00, 10.26)
H (18.44, 10.64, 11.22)
H (18.27, 13.16, 11.97)
H (15.65, 13.94, 11.46)



# C14H48BMgO14S3

A molecular structure, C14H48BMgO14S3 in a non-equilibrium geometry (ωB97M-V with the def2-TZVPD basis set, the Open Molecules 2025 dataset).

Results
- HOMO energy (eV) = -12.0
- spin multiplicity = 1
- charge = +1
- Kohn-Sham gap (eV) = 9.21

Geometry (Å):
Mg (-0.22, -2.63, -0.35)
B (-1.35, -0.82, 0.07)
H (-0.90, -0.66, 1.18)
H (-0.49, -0.78, -0.73)
H (-1.80, -1.92, 0.07)
H (-2.19, 0.03, -0.06)
O (3.76, -1.51, 1.25)
S (2.44, -1.03, 1.08)
O (1.51, -1.82, 0.32)
O (1.75, -0.82, 2.47)
C (2.53, -0.21, 3.53)
C (1.77, -0.43, 4.81)
C (2.44, 0.58, 0.42)
H (2.76, 0.84, 3.32)
H (3.50, -0.70, 3.60)
H (1.71, -1.50, 4.99)
H (0.72, -0.14, 4.69)
H (2.17, 0.11, 5.66)
H (1.41, 0.93, 0.41)
H (2.87, 0.54, -0.58)
H (3.07, 1.19, 1.06)
O (0.72, -2.12, -2.12)
S (1.70, -1.74, -3.08)
O (1.71, -0.41, -3.55)
O (3.07, -2.08, -2.42)
C (4.28, -1.66, -3.11)
C (5.06, -2.85, -3.67)
C (1.65, -2.84, -4.44)
H (4.90, -1.13, -2.39)
H (4.07, -0.93, -3.90)
H (5.60, -2.53, -4.56)
H (4.39, -3.66, -3.97)
H (5.76, -3.25, -2.94)
H (2.43, -2.57, -5.14)
H (0.65, -2.83, -4.87)
H (1.79, -3.85, -4.04)
O (0.96, 6.71, 2.86)
S (0.20, 5.97, 1.92)
O (0.63, 5.81, 0.57)
O (0.05, 4.54, 2.55)
C (-0.61, 3.52, 1.76)
C (-0.62, 2.27, 2.61)
C (-1.46, 6.56, 1.94)
H (-0.04, 3.35, 0.85)
H (-1.63, 3.86, 1.60)
H (-1.14, 1.46, 2.10)
H (-1.21, 2.45, 3.52)
H (0.38, 1.96, 2.92)
H (-1.91, 6.29, 2.89)
H (-2.02, 6.14, 1.11)
H (-1.44, 7.64, 1.81)
C (-3.84, 1.36, -2.22)
O (-2.88, 0.36, -2.49)
H (-4.61, 1.02, -1.52)
H (-3.41, 2.28, -1.80)
H (-4.34, 1.60, -3.16)
H (-2.51, 0.10, -1.63)
C (0.23, 2.18, -2.36)
O (-0.73, 3.20, -2.53)
H (0.99, 2.52, -1.65)
H (-0.20, 1.28, -1.91)
H (0.77, 1.90, -3.26)
H (-1.38, 2.88, -3.16)
C (-1.73, -3.56, 2.10)
O (-0.45, -3.62, 1.41)
H (-2.54, -3.53, 1.38)
H (-1.83, -4.41, 2.77)
H (-1.81, -2.64, 2.68)
H (0.18, -3.85, 2.10)
C (-2.34, -3.42, -2.36)
O (-1.43, -3.91, -1.35)
H (-3.31, -3.91, -2.27)
H (-2.46, -2.35, -2.24)
H (-1.94, -3.66, -3.35)
H (-1.58, -4.84, -1.19)
C (-3.73, 0.08, 2.68)
O (-4.15, -0.70, 1.56)
H (-3.52, 1.10, 2.35)
H (-4.53, 0.10, 3.42)
H (-2.83, -0.38, 3.09)
H (-3.45, -0.54, 0.91)



# C29H49BBaN4O2P2

A molecular structure, C29H49BBaN4O2P2 (ωB97M-V with the def2-TZVPD basis set, the Open Molecules 2025 dataset).

Results
- HOMO energy (eV) = -6.4
- spin multiplicity = 1
- charge = 0
- Kohn-Sham gap (eV) = 6.13

Geometry (Å):
Ba (-0.97, -2.20, -0.94)
C (-1.21, 1.20, -2.97)
C (-1.05, 2.11, -1.74)
C (-1.39, 1.30, -0.49)
C (-2.08, 3.25, -1.84)
P (0.69, 2.80, -1.41)
C (1.78, 1.41, -2.04)
N (2.26, 0.52, -1.01)
B (1.62, -0.70, -0.52)
N (2.55, -1.10, 0.55)
C (2.40, -2.17, 1.51)
P (0.62, -2.45, 1.94)
C (0.30, -1.23, 3.32)
C (-1.21, -1.15, 3.54)
C (1.01, -1.53, 4.64)
C (0.77, 0.15, 2.82)
C (0.70, -4.20, 2.62)
C (0.74, -5.10, 1.37)
C (-0.59, -4.53, 3.38)
C (1.90, -4.54, 3.50)
C (3.63, -0.24, 0.63)
C (4.75, -0.25, 1.44)
C (5.68, 0.78, 1.30)
C (5.49, 1.79, 0.37)
C (4.36, 1.80, -0.45)
C (3.44, 0.78, -0.33)
C (1.06, 4.16, -2.68)
C (2.57, 4.45, -2.56)
C (0.73, 3.85, -4.14)
C (0.35, 5.45, -2.25)
H (-2.27, 0.99, -3.13)
H (-0.71, 0.24, -2.82)
H (-0.80, 1.64, -3.88)
H (-2.36, 0.80, -0.63)
H (-1.47, 1.94, 0.39)
H (-0.61, 0.56, -0.28)
H (-3.08, 2.82, -1.75)
H (-2.03, 3.77, -2.79)
H (-1.95, 3.97, -1.03)
H (2.63, 1.87, -2.54)
H (1.27, 0.82, -2.80)
H (2.95, -1.93, 2.42)
H (2.82, -3.12, 1.13)
H (-1.62, -2.08, 3.95)
H (-1.75, -0.93, 2.61)
H (-1.43, -0.35, 4.26)
H (0.63, -2.44, 5.11)
H (0.83, -0.70, 5.33)
H (2.09, -1.63, 4.52)
H (0.34, 0.41, 1.86)
H (1.86, 0.21, 2.72)
H (0.46, 0.90, 3.55)
H (-0.19, -5.02, 0.80)
H (0.85, -6.14, 1.66)
H (1.58, -4.85, 0.71)
H (-1.48, -4.24, 2.80)
H (-0.64, -4.03, 4.34)
H (-0.65, -5.61, 3.56)
H (2.85, -4.40, 2.97)
H (1.85, -5.59, 3.81)
H (1.93, -3.93, 4.41)
H (4.91, -1.04, 2.16)
H (6.56, 0.78, 1.93)
H (6.22, 2.58, 0.28)
H (4.23, 2.60, -1.17)
H (3.18, 3.69, -3.05)
H (2.88, 4.53, -1.52)
H (2.79, 5.40, -3.05)
H (1.22, 2.93, -4.48)
H (1.08, 4.67, -4.77)
H (-0.34, 3.74, -4.30)
H (0.58, 5.69, -1.21)
H (-0.73, 5.39, -2.35)
H (0.70, 6.27, -2.87)
C (-6.69, -0.74, -3.29)
N (-5.72, -1.05, -2.24)
C (-6.08, -0.93, -0.94)
C (-5.23, -1.17, 0.07)
C (-3.89, -1.57, -0.28)
O (-3.00, -1.81, 0.59)
N (-3.55, -1.68, -1.58)
C (-4.41, -1.43, -2.60)
O (-4.10, -1.50, -3.78)
H (-7.60, -1.32, -3.14)
H (-6.24, -1.02, -4.24)
H (-6.93, 0.32, -3.30)
H (-7.11, -0.62, -0.76)
H (-5.51, -1.08, 1.11)



# C8H4O5

A gas-phase ion, C8H4O5 (charge -2) in a non-equilibrium geometry (ωB97M-V with the def2-TZVPD basis set, the Open Molecules 2025 dataset).

Results
- SMILES = O=C([O-])[C@]12OC[C@H](C3=C=C3)[C@@]1([O-])O2
- HOMO energy (eV) = -0.5
- spin multiplicity = 1
- charge = -2
- Kohn-Sham gap (eV) = 6.75

Geometry (Å):
C (-0.96, 2.34, -0.62)
C (0.04, 0.07, 0.35)
C (-0.43, 1.02, -0.57)
C (-0.36, 1.81, -1.81)
C (3.92, 0.15, -0.42)
C (1.52, 0.73, 0.83)
C (0.61, -1.23, -0.38)
C (2.50, -0.08, 0.15)
O (4.02, 0.86, -1.48)
O (1.39, 1.82, 1.44)
O (4.84, -0.37, 0.28)
O (2.35, -0.43, 1.48)
O (1.90, -0.99, -0.79)
H (-1.22, 2.96, 0.18)
H (-0.73, -0.08, 1.09)
H (0.60, -2.08, 0.45)
H (-0.13, -1.56, -1.25)



# C3H11N

2 unconnected molecules or ions with the total composition C3H11N (ωB97M-V with the def2-TZVPD basis set, the Open Molecules 2025 dataset).

Results
- SMILES = CCN.C
- HOMO energy (eV) = -9.2
- spin multiplicity = 1
- charge = 0
- Kohn-Sham gap (eV) = 10.26

Geometry (Å):
C (0.94, -2.66, -1.12)
H (0.09, -3.33, -1.03)
H (1.83, -3.17, -0.75)
H (0.78, -1.78, -0.50)
H (1.13, -2.35, -2.14)
C (-1.39, 1.81, 0.45)
C (-0.57, 0.52, 0.44)
N (0.86, 0.82, 0.46)
H (-1.33, 2.35, -0.50)
H (-2.44, 1.65, 0.70)
H (-0.99, 2.46, 1.22)
H (-0.85, -0.07, 1.31)
H (-0.84, -0.03, -0.47)
H (1.40, 0.16, 1.00)
H (1.24, 0.83, -0.47)



# C3H8IN2O

A gas-phase ion, C3H8IN2O (charge +1) in a non-equilibrium geometry (ωB97M-V with the def2-TZVPD basis set, the Open Molecules 2025 dataset).

Results
- SMILES = C/[NH+]=C(/N)[C@@H](O)I
- HOMO energy (eV) = -13.6
- spin multiplicity = 1
- charge = +1
- Kohn-Sham gap (eV) = 9.04

Geometry (Å):
C (0.89, -0.58, 0.52)
C (-0.04, -0.22, -0.63)
C (-1.20, 1.58, 0.66)
N (0.11, -1.19, -1.55)
N (-0.86, 0.82, -0.60)
O (1.28, -1.89, 0.93)
I (2.80, 0.32, -0.16)
H (0.57, -0.03, 1.52)
H (-0.50, 2.40, 0.70)
H (-2.24, 1.93, 0.64)
H (-1.02, 0.89, 1.58)
H (-0.03, -1.09, -2.56)
H (0.72, -1.91, -1.34)
H (-1.36, 0.98, -1.51)
H (0.87, -2.00, 1.80)